1.
Below is a structure of composition C18H24IN4O2SbSe4Y, with properties calculated with ωB97M-V/def2-TZVPD.

The value obtained for the gap between HOMO and LUMO is 5.714 eV. The HOMO energy comes out at -4.4 eV. Its total charge is -1. The multiplicity is 1. As for the largest force on an atom: 0.1 eV Å⁻¹. As for the electronic energy: -11252.1110 a.u.

The geometry in XYZ format:
```
55
Properties=species:S:1:pos:R:3:forces:R:3:lowdin_charge:R:1
Y -1.8783 0.8298 -0.1997 -0.079 -0.071 -0.065 0.591
C -2.0979 4.6430 -2.6789 -0.002 0.005 -0.001 -0.017
C -0.6745 4.2414 -2.4659 -0.002 0.002 -0.010 -0.252
N 0.2597 4.7254 -3.2427 -0.005 -0.007 0.015 0.117
C 1.5381 4.3199 -3.0643 0.009 0.005 -0.006 -0.111
C 1.9269 3.4204 -2.1121 0.024 -0.008 0.014 -0.171
C 3.3774 3.0396 -2.0090 -0.016 -0.004 -0.002 -0.214
O 3.9906 3.4989 -0.8006 0.005 0.002 -0.001 -0.070
C 0.9342 2.8697 -1.2570 -0.020 0.029 -0.022 -0.078
C 1.3261 1.9691 -0.2014 0.038 -0.028 0.061 -0.044
N 0.5541 1.1861 0.4771 0.002 0.008 -0.022 -0.008
C 1.1753 0.4382 1.5082 0.027 -0.015 0.006 -0.361
C 2.3585 -0.2661 1.2909 0.001 -0.003 0.001 -0.035
C 2.9312 -1.0195 2.3020 0.005 0.002 -0.014 -0.082
C 2.3319 -1.0817 3.5502 -0.018 0.005 0.022 -0.090
C 1.1482 -0.3974 3.7804 0.021 -0.013 -0.008 -0.153
C 0.5770 0.3444 2.7621 -0.040 0.035 -0.017 -0.635
I -1.2524 1.2967 3.1023 -0.013 -0.010 0.021 1.013
C -0.3960 3.2904 -1.4200 0.000 -0.004 -0.009 -0.309
O -1.3679 2.8782 -0.6765 0.011 0.090 -0.018 -0.237
H -2.1510 5.3775 -3.4786 -0.005 -0.001 0.001 0.076
H -2.5279 5.0501 -1.7622 0.004 -0.001 0.004 0.084
H -2.6998 3.7690 -2.9388 0.002 -0.001 0.000 0.093
H 2.2686 4.7410 -3.7472 -0.003 0.003 0.001 0.105
H 3.9105 3.4318 -2.8797 0.002 0.001 0.001 0.113
H 3.5066 1.9561 -2.0089 0.004 0.000 0.003 0.121
H 3.7449 4.4235 -0.6893 0.000 -0.001 0.003 0.092
H 2.3848 1.9972 0.0616 -0.002 0.008 0.001 0.123
H 2.8079 -0.2416 0.3058 0.001 0.001 0.000 0.119
H 3.8423 -1.5700 2.1067 0.000 -0.001 0.001 0.107
H 2.7699 -1.6759 4.3411 0.004 -0.001 -0.002 0.105
H 0.6602 -0.4561 4.7435 0.000 -0.001 0.002 0.093
Se -4.2772 -3.0989 -1.3798 -0.005 -0.023 0.026 -0.147
Sb -4.2173 -0.7914 -2.1108 0.053 0.039 0.047 -0.302
Se -1.7341 -0.2823 -2.6318 -0.027 -0.032 -0.021 -0.084
Se -4.5717 0.6251 0.0078 0.048 -0.003 0.034 -0.119
Se -5.5918 0.0410 -3.8763 -0.024 0.008 -0.046 -0.231
C 0.6588 -4.1108 1.7203 -0.002 0.000 0.003 -0.055
C -0.6270 -3.6493 1.0396 -0.002 0.001 0.000 -0.629
C -0.6359 -4.1058 -0.4206 -0.004 -0.006 -0.001 -0.050
C -1.8407 -4.1955 1.7829 -0.001 -0.011 -0.007 -0.048
N -0.6128 -2.1734 1.1584 0.005 0.022 -0.006 -0.050
N -1.8152 -1.5141 0.7431 -0.003 -0.004 0.022 -0.098
H 0.7570 -5.1955 1.6498 0.001 0.000 -0.001 0.082
H 0.6614 -3.8177 2.7714 0.001 -0.003 0.000 0.076
H 1.5321 -3.6607 1.2400 0.000 0.001 0.000 0.073
H -0.6421 -5.1970 -0.4762 0.003 0.002 -0.004 0.086
H 0.2574 -3.7431 -0.9372 0.001 -0.002 0.000 0.083
H -1.5156 -3.7465 -0.9581 -0.001 0.003 0.002 0.007
H -1.7779 -5.2837 1.8345 -0.002 0.001 0.003 0.085
H -2.7707 -3.9432 1.2700 0.000 0.001 -0.001 0.046
H -1.8730 -3.8030 2.8025 0.004 0.003 0.000 0.084
H 0.1240 -1.8282 0.5507 0.004 -0.006 -0.003 0.092
H -2.4619 -1.5251 1.5274 -0.004 -0.016 -0.001 0.065
H -2.3049 -2.0300 -0.0068 -0.002 0.001 -0.002 -0.055
```
Forces are in eV/Å.



2.
Below is an isolated molecule of H2N2, with properties calculated with ωB97M-V/def2-TZVPD.

The value obtained for the gap between HOMO and LUMO is 10.574 eV. The HOMO energy comes out at -10.0 eV. Its structure (SMILES) is [H]/N=N\[H]. The multiplicity is 1. As for the largest force on an atom: 2.6 eV Å⁻¹. As for the electronic energy: -110.6350 a.u.

The geometry in XYZ format:
```
4
Properties=species:S:1:pos:R:3:forces:R:3:lowdin_charge:R:1
H -0.8380 0.9672 0.0574 0.701 0.119 -1.106 0.048
N 0.0410 0.5418 -0.3546 -0.732 -1.252 2.153 -0.052
N 0.1811 -0.5694 0.2298 -1.751 0.962 -0.460 -0.062
H -0.7165 -0.7738 0.8163 1.782 0.172 -0.586 0.066
```
Forces are in eV/Å.



3.
Below is a structure of composition C25H33FN2O7SiTa, with properties calculated with ωB97M-V/def2-TZVPD.

The value obtained for the gap between HOMO and LUMO is 8.056 eV. The HOMO energy comes out at -11.4 eV. Its total charge is +1. The multiplicity is 1. As for the largest force on an atom: 1.2 eV Å⁻¹. As for the electronic energy: -2055.0946 a.u.

The geometry in XYZ format:
```
70
Properties=species:S:1:pos:R:3:forces:R:3:lowdin_charge:R:1
Ta -0.3198 -0.0483 -0.6729 0.837 0.054 0.871 1.988
O -0.2028 -0.4984 1.5750 -0.284 -0.093 0.131 -0.165
C 0.8218 -1.3550 2.0933 0.101 -0.031 0.002 -0.151
C 2.0904 -0.7076 1.6011 -0.003 0.014 -0.017 -0.111
N 2.0429 -0.5158 0.1310 -0.064 0.012 -0.003 -0.208
C 2.4313 -1.7182 -0.6015 0.059 -0.131 -0.018 -0.056
C 1.2152 -2.5806 -0.9106 -0.445 0.072 0.010 -0.503
O 1.2436 -3.6770 -1.3628 0.187 -0.044 0.073 0.176
O 0.0403 -1.9354 -0.6410 0.144 -0.365 -0.393 -0.211
C 2.7760 0.7027 -0.2182 0.083 0.115 0.018 -0.069
C 1.8594 1.8968 0.0179 -0.452 0.111 -0.110 -0.506
O 2.2131 3.0152 0.2045 0.202 -0.061 0.047 0.173
O 0.5451 1.5526 -0.0486 0.190 0.312 -0.088 -0.185
H -1.0870 -0.7447 1.8871 0.090 -0.009 0.038 0.069
H 0.7812 -1.3648 3.1819 0.020 0.047 -0.006 0.146
H 0.6845 -2.3739 1.7262 0.004 0.006 -0.018 0.128
H 2.1622 0.2772 2.0631 -0.011 -0.001 0.002 0.143
H 2.9792 -1.2758 1.8864 -0.026 -0.036 0.002 0.146
H 2.8714 -1.4444 -1.5596 -0.012 0.007 -0.003 0.130
H 3.1613 -2.3289 -0.0647 -0.006 0.011 -0.013 0.150
H 3.6924 0.8312 0.3610 -0.019 -0.001 -0.005 0.151
H 3.0306 0.6962 -1.2762 -0.004 -0.003 -0.003 0.124
C -5.0930 -0.5369 0.1654 0.059 -0.146 0.003 -0.154
Si -3.3482 -1.1957 0.1074 -0.015 0.103 -0.109 0.472
C -3.1645 -2.2842 -1.3936 -0.074 0.029 0.051 -0.160
C -2.9352 -2.1763 1.6585 -0.068 0.092 -0.035 -0.160
N -2.1713 0.1838 -0.0036 -0.291 -0.065 -0.266 -0.224
C -2.6473 1.5178 0.1689 0.016 -0.038 0.037 -0.290
C -3.4666 1.9233 1.2183 0.053 0.094 -0.017 -0.039
C -3.8960 3.2401 1.3036 0.001 -0.040 0.021 -0.061
C -3.5044 4.1783 0.3600 -0.027 0.041 0.021 -0.062
C -2.6589 3.8096 -0.6764 0.061 -0.067 -0.037 0.013
C -2.2590 2.4980 -0.7323 -0.032 -0.008 0.069 -0.212
F -1.3875 2.0886 -1.7141 -0.085 0.061 -0.033 0.016
H -5.7482 -1.3593 -0.1349 -0.015 0.012 0.007 0.045
H -5.2554 0.2836 -0.5338 0.041 0.012 -0.028 0.049
H -5.4143 -0.2089 1.1523 0.017 0.013 0.020 0.035
H -3.8826 -3.1031 -1.2948 0.006 -0.011 -0.006 0.049
H -2.1784 -2.7251 -1.5293 0.025 0.017 0.046 0.024
H -3.4182 -1.7300 -2.2988 -0.007 0.015 0.008 0.029
H -3.6954 -2.9469 1.8050 -0.006 -0.013 -0.015 0.050
H -2.9508 -1.5646 2.5672 0.013 0.013 0.001 0.042
H -1.9795 -2.7026 1.5875 0.019 -0.005 -0.029 0.031
H -3.7591 1.2087 1.9757 -0.009 -0.026 -0.009 0.110
H -4.5367 3.5350 2.1232 -0.001 0.009 0.001 0.113
H -3.8409 5.2022 0.4394 0.005 0.007 -0.008 0.113
H -2.3033 4.5138 -1.4154 -0.009 0.010 0.001 0.130
C 0.5996 0.4512 -8.9034 0.009 0.001 -0.050 -0.030
C 0.4549 0.3034 -7.4202 0.001 -0.005 0.029 -0.231
C -0.7888 0.1036 -6.8380 0.007 -0.016 0.013 0.008
C -0.9529 -0.0222 -5.4674 0.046 0.007 -0.026 -0.158
C -2.3501 -0.2390 -4.9565 -0.052 0.016 0.007 -0.024
C 0.1958 0.0714 -4.6446 0.021 0.011 0.027 -0.039
C 1.4777 0.2693 -5.2188 -0.047 0.009 -0.053 -0.163
C 2.7560 0.3580 -4.4298 0.045 0.011 0.008 -0.026
C 1.5724 0.3756 -6.5942 -0.009 -0.021 0.056 0.005
C 0.0569 -0.0140 -3.2071 -0.130 -0.106 -0.071 -0.460
O -1.0376 -0.3387 -2.6132 -0.201 -0.083 -0.138 -0.126
O 0.9964 0.2406 -2.3682 0.043 0.087 0.026 -0.098
H -0.3081 0.1558 -9.4256 -0.003 0.003 0.000 0.082
H 1.4278 -0.1509 -9.2768 0.003 0.000 0.005 0.090
H 0.8138 1.4911 -9.1578 -0.003 0.002 -0.002 0.096
H -1.6628 0.0372 -7.4738 -0.006 0.004 -0.003 0.122
H -3.0451 -0.2241 -5.7932 -0.010 -0.004 0.002 0.085
H -2.6453 0.5332 -4.2463 0.000 -0.007 -0.004 0.090
H -2.4425 -1.1959 -4.4444 0.000 -0.005 -0.013 0.082
H 2.8861 -0.5024 -3.7735 0.006 -0.004 -0.016 0.076
H 2.7793 1.2537 -3.8087 -0.001 -0.005 -0.002 0.091
H 3.6003 0.3928 -5.1147 0.010 0.009 0.006 0.086
H 2.5497 0.5159 -7.0398 0.004 0.004 -0.010 0.126
```
Forces are in eV/Å.



4.
Below is an isolated molecule of C5H2O, with properties calculated with ωB97M-V/def2-TZVPD.

The value obtained for the gap between HOMO and LUMO is 8.719 eV. The HOMO energy comes out at -9.8 eV. Its structure (SMILES) is C#CC#CC=O. The multiplicity is 1. As for the largest force on an atom: 8.0 eV Å⁻¹. As for the electronic energy: -266.7833 a.u.

The geometry in XYZ format:
```
8
Properties=species:S:1:pos:R:3:forces:R:3:lowdin_charge:R:1
C -1.7741 1.5452 -1.6130 -1.856 1.034 0.192 0.155
C -1.0130 1.0447 -0.7954 -3.461 2.766 -3.786 -0.179
C -0.1426 0.3468 -0.1391 4.344 -5.242 4.223 -0.024
C 0.5154 -0.5079 0.4972 -4.087 4.551 -2.962 0.060
C 1.3824 -1.2578 1.2206 5.516 -2.918 1.137 -0.268
O 2.5935 -1.2897 0.8647 -2.641 0.147 0.920 0.017
H -2.6919 2.0622 -2.1298 2.622 -1.412 1.196 0.100
H 1.1303 -1.9435 2.0949 -0.436 1.075 -0.921 0.140
```
Forces are in eV/Å.



5.
Below is a structure of composition C34H40BrCrN4O2, with properties calculated with ωB97M-V/def2-TZVPD.

The value obtained for the gap between HOMO and LUMO (alpha / beta) is 6.781 / 6.895 eV. The HOMO energy (alpha / beta) comes out at -9.5 / -9.6 eV. Its total charge is +1. Its expectation value of S² is 6.01. The multiplicity is 5. As for the largest force on an atom: 0.6 eV Å⁻¹. As for the electronic energy: -5307.5414 a.u.

The geometry in XYZ format:
```
82
Properties=species:S:1:pos:R:3:forces:R:3:lowdin_charge:R:1
Cr -1.0385 1.2676 -0.1666 -0.468 0.351 -0.020 0.617
C 5.6710 -2.4161 -2.5129 -0.012 -0.010 0.000 -0.062
C 4.5611 -1.6542 -3.2408 -0.011 0.002 0.018 -0.557
C 3.8102 -2.6334 -4.1542 -0.009 0.011 -0.007 -0.043
C 5.2178 -0.5687 -4.1022 0.006 0.019 0.007 -0.051
C 3.5600 -1.0368 -2.2633 0.039 -0.063 -0.028 -0.168
C 2.6517 -0.0788 -2.6955 -0.054 0.008 -0.033 -0.083
C 1.7036 0.3960 -1.8174 -0.036 -0.005 0.091 -0.512
Br 0.5424 1.7916 -2.4563 -0.005 -0.002 0.008 0.850
C 1.5648 -0.0277 -0.4832 -0.069 -0.033 0.142 -0.357
O 0.5747 0.3966 0.2911 0.366 -0.136 -0.135 -0.289
C 2.5477 -0.9239 -0.0159 0.004 0.010 -0.031 -0.077
C 3.4813 -1.4142 -0.9298 0.013 0.037 0.028 0.018
C 2.7098 -1.3793 1.4471 0.042 -0.059 -0.006 -0.517
C 2.5438 -2.9045 1.5270 -0.015 -0.003 0.000 -0.031
C 4.1299 -1.0022 1.9050 0.012 -0.014 -0.011 -0.042
C 1.7530 -0.7567 2.4704 -0.048 -0.047 0.019 -0.058
H 6.3991 -2.7784 -3.2396 0.003 -0.001 -0.005 0.087
H 5.2875 -3.2869 -1.9786 -0.011 0.000 0.006 0.082
H 6.1952 -1.7763 -1.8003 0.009 0.004 -0.006 0.093
H 4.4972 -3.1002 -4.8632 0.006 0.001 -0.006 0.087
H 3.0332 -2.1183 -4.7226 -0.003 -0.003 -0.002 0.082
H 3.3336 -3.4214 -3.5680 0.000 -0.005 0.003 0.088
H 5.9692 -1.0180 -4.7535 0.006 -0.005 -0.007 0.086
H 5.7096 0.1815 -3.4806 0.004 -0.002 0.003 0.094
H 4.4984 -0.0606 -4.7452 -0.008 0.010 0.014 0.073
H 2.6714 0.2959 -3.7094 -0.006 0.014 -0.002 0.102
H 4.2030 -2.1297 -0.5641 -0.004 -0.001 0.009 0.093
H 3.2846 -3.4305 0.9245 0.003 0.010 -0.017 0.083
H 1.5554 -3.2021 1.1719 0.049 0.005 0.016 0.058
H 2.6550 -3.2419 2.5597 0.005 0.003 0.014 0.091
H 4.8961 -1.4682 1.2869 0.019 0.005 0.022 0.076
H 4.2901 -1.3239 2.9360 -0.009 -0.006 0.005 0.087
H 4.2721 0.0789 1.8567 0.003 0.006 0.005 0.095
H 0.7148 -1.0431 2.3060 0.040 0.007 0.023 0.055
H 1.8028 0.3303 2.4742 0.014 0.036 -0.024 0.088
H 2.0447 -1.1214 3.4586 -0.010 0.029 0.005 0.089
N -6.4211 4.5354 -0.0606 0.009 -0.001 -0.007 0.148
C -5.2790 3.8197 -0.1497 -0.046 0.032 0.005 -0.304
C -5.2439 2.4520 0.1639 0.010 -0.021 0.001 0.005
C -4.0568 1.7713 0.0669 0.001 0.001 0.002 -0.126
N -2.9000 2.3380 -0.3134 0.142 -0.109 -0.006 -0.051
C -2.9341 3.6482 -0.6080 0.023 -0.001 -0.009 -0.115
C -4.0704 4.4140 -0.5466 0.015 0.002 -0.009 0.005
H -7.2928 4.0898 0.1603 0.005 -0.003 0.003 0.112
H -6.4518 5.4950 -0.3533 0.004 -0.003 0.002 0.113
H -6.1381 1.9337 0.4823 -0.005 -0.007 0.003 0.119
H -4.0129 0.7159 0.3081 -0.003 0.001 -0.003 0.116
H -1.9915 4.0947 -0.9034 -0.006 -0.001 0.000 0.123
H -4.0270 5.4635 -0.8041 0.000 0.007 -0.002 0.120
N -2.8929 -1.5819 -2.7690 0.046 -0.018 0.025 0.147
C -2.5849 -0.3542 -2.3078 0.002 0.030 -0.044 -0.146
N -1.8623 -0.3916 -1.2163 0.071 0.029 0.141 0.026
C -1.6666 -1.7474 -0.9394 0.008 0.010 0.012 -0.194
C -0.9631 -2.3687 0.0902 0.010 0.011 0.055 0.003
C -0.9526 -3.7470 0.1079 -0.056 -0.010 -0.055 -0.066
C -1.6137 -4.5022 -0.8766 -0.003 0.045 0.007 -0.066
C -2.3047 -3.8981 -1.9064 0.004 -0.026 0.039 -0.005
C -2.3158 -2.5075 -1.9106 -0.032 0.041 -0.100 -0.179
H -3.4023 -1.7760 -3.6137 -0.014 -0.007 0.010 0.168
H -2.8997 0.5499 -2.8044 -0.004 0.001 -0.003 0.142
H -0.4260 -1.7791 0.8209 -0.023 -0.026 -0.041 0.085
H -0.4149 -4.2629 0.8917 -0.012 -0.023 -0.006 0.103
H -1.5743 -5.5815 -0.8280 0.002 -0.010 0.002 0.110
H -2.8091 -4.4782 -2.6667 -0.001 -0.004 -0.012 0.116
C -0.2975 4.4085 2.8898 -0.006 -0.021 -0.005 0.020
C -0.8273 3.1397 2.2976 -0.004 -0.079 -0.061 -0.330
O -0.4511 2.8029 1.1769 -0.156 -0.036 -0.028 -0.013
C -1.8054 2.3230 3.0605 0.077 0.072 -0.037 -0.152
C -1.9231 0.9570 2.8081 0.014 -0.118 -0.070 -0.029
C -2.8442 0.1915 3.5015 -0.019 0.039 0.010 -0.050
C -3.6672 0.7903 4.4479 0.017 0.012 -0.013 -0.054
C -3.5523 2.1483 4.7114 0.015 -0.012 -0.023 -0.054
C -2.6141 2.9092 4.0314 -0.040 0.036 0.033 -0.014
H 0.5303 4.7680 2.2856 0.003 0.004 0.002 0.098
H 0.0165 4.2607 3.9226 -0.004 -0.009 -0.006 0.104
H -1.0883 5.1629 2.8917 0.004 0.002 0.001 0.100
H -1.2606 0.4717 2.0979 0.100 0.004 0.080 0.085
H -2.9111 -0.8718 3.3130 -0.001 -0.009 0.004 0.115
H -4.3879 0.1946 4.9919 -0.007 -0.006 0.003 0.113
H -4.1859 2.6126 5.4545 -0.004 0.005 0.006 0.112
H -2.5255 3.9648 4.2515 0.001 0.000 0.001 0.115
```
Forces are in eV/Å.



6.
Below is a structure of composition CCsF5NaO3P, with properties calculated with ωB97M-V/def2-TZVPD.

The value obtained for the gap between HOMO and LUMO is 6.008 eV. The HOMO energy comes out at -7.8 eV. The multiplicity is 1. As for the largest force on an atom: 1.5 eV Å⁻¹. As for the electronic energy: -1287.1848 a.u.

The geometry in XYZ format:
```
12
Properties=species:S:1:pos:R:3:forces:R:3:lowdin_charge:R:1
P -0.2710 0.2036 -1.5820 0.855 0.681 -0.555 0.471
F 0.4688 -0.3788 -2.8483 -0.488 0.233 0.687 -0.070
F 0.5102 3.7950 1.5261 0.847 -0.870 0.354 -0.941
F -1.6433 0.2795 -2.4247 0.730 -0.098 0.672 -0.123
F -0.2511 1.7804 -1.4877 -0.210 -1.389 0.113 -0.056
F 1.1955 0.2100 -0.8135 -0.992 -0.149 -0.317 -0.194
O -0.9226 -0.8527 -0.5935 0.079 0.528 -0.387 -0.037
O -0.8587 -2.5072 0.8860 -0.177 -0.712 0.232 0.011
C -0.5439 -1.3417 0.6897 0.635 0.842 0.107 -0.753
O 0.0172 -0.5454 1.4641 0.040 -0.181 0.347 -0.096
Na -0.0346 -2.3807 3.0564 -0.252 0.272 -0.685 0.812
Cs 2.3336 1.7381 2.1273 -1.068 0.841 -0.569 0.976
```
Forces are in eV/Å.



no.,molar mass (Da)
1,981.8
2,30.0
3,701.6
4,78.1
5,668.6
6,341.9